[1]
9
Properties=species:S:1:pos:R:3:forces:R:3 method="wB97M-V/def2-TZVPD" lumo_ev=-0.763 relative_energy_kcal_mol=113.67 gap_ha=0.354 homo_energy_ev=-10.3936
C -0.22511 1.25699 -0.90350 0.46 0.55 -0.30
C 1.51292 -0.51239 0.16844 -1.00 -0.88 0.17
C -1.20903 0.73997 -0.27101 -1.48 1.03 0.57
C -1.83284 -0.55184 -0.12826 -1.10 -0.92 0.20
N 2.43191 0.14518 -0.05004 4.69 1.83 -0.64
O -3.01125 -0.72538 0.08737 0.63 0.33 -0.07
H -1.91193 1.44398 0.18291 0.33 0.81 -0.29
H -1.13896 -1.34172 -0.21399 0.82 -1.50 -0.14
H 3.42982 0.56998 -0.21433 -3.35 -1.25 0.50

***

[2]
9
Properties=species:S:1:pos:R:3:forces:R:3 method="wB97M-V/def2-TZVPD" lumo_ev=-0.951 relative_energy_kcal_mol=99.82 gap_ha=0.278 homo_energy_ev=-8.5059
C -0.78070 1.15874 0.86366 -1.83 1.14 -1.59
C -0.02615 -0.56487 -1.32668 -0.15 0.01 -0.27
C 0.68359 -0.88822 -0.33069 -0.47 1.29 1.59
C 0.15430 0.58690 1.62975 2.41 -2.71 -0.75
N -1.39611 1.34865 -0.12918 -0.15 0.59 1.01
O 0.79982 0.43673 2.59486 -0.55 0.49 0.03
H -0.08385 -0.94145 -2.33471 0.20 -0.28 -0.15
H -0.77666 0.28791 -1.16717 0.17 -0.13 0.15
H 1.42576 -1.42437 0.20017 0.38 -0.42 0.00

***

[3]
9
Properties=species:S:1:pos:R:3:forces:R:3 method="wB97M-V/def2-TZVPD" lumo_ev=-1.001 relative_energy_kcal_mol=107.40 gap_ha=0.265 smiles="N=C=C=O.C#C" homo_energy_ev=-8.2116
C -1.96594 1.01002 -0.22531 -1.15 -0.82 -0.18
C 0.81770 -0.43972 0.00461 -0.38 0.91 0.37
C 0.04626 -1.34748 0.23404 1.57 -0.52 -1.35
C -2.42509 -0.23160 -0.08026 0.30 1.76 0.61
N -1.41068 2.08406 0.01588 0.58 0.27 -0.14
O -3.24720 -1.05302 0.03238 -0.08 -0.72 -0.36
H 1.27693 0.53578 -0.15297 -0.13 -0.88 0.21
H -0.54886 2.06134 0.58166 -0.16 -0.34 0.06
H -0.20261 -2.35665 -0.06712 -0.56 0.34 0.78

***

[4]
9
Properties=species:S:1:pos:R:3:forces:R:3 method="wB97M-V/def2-TZVPD" lumo_ev="-1.025 / -0.662" relative_energy_kcal_mol=91.90 gap_ha="0.320 / 0.307" homo_energy_ev="-9.7272 / -9.0040"
O -1.98672 0.81834 -0.25716 -0.69 0.66 0.84
C -0.20084 -0.72115 -0.06404 1.19 -0.57 -0.72
C 1.13582 -0.30822 -0.18256 -0.20 -0.17 0.25
C 2.28483 0.03978 -0.32677 -0.04 -0.03 0.11
C -1.22438 0.04126 0.56456 0.00 0.12 -0.46
N -1.25332 -0.32407 1.74558 -0.15 0.03 -0.23
H -1.51366 1.65383 -0.35308 -0.12 0.16 -0.22
H -0.55094 -1.52796 -0.70974 0.21 -0.16 0.46
H 3.30922 0.32819 -0.41679 -0.19 -0.03 -0.03

***

[5]
9
Properties=species:S:1:pos:R:3:forces:R:3 method="wB97M-V/def2-TZVPD" s_squared=2.01 lumo_ev="0.859 / -1.622" relative_energy_kcal_mol=40.05 gap_ha="0.269 / 0.330" multiplicity=3 homo_energy_ev="-6.4678 / -10.5923"
C 1.98732 -0.25468 -0.91716 -0.30 -2.09 5.32
C -0.78596 1.49177 0.43580 1.07 -0.10 -0.94
C -1.18792 -0.80867 0.25155 -4.00 -3.42 0.14
C -0.56120 0.27134 0.05180 0.73 4.27 -0.27
N 1.81753 -0.63158 0.19651 0.82 1.60 -4.46
O -0.66234 2.42118 1.11304 -0.19 2.22 1.02
H -2.28989 -0.81946 0.40583 0.96 -0.14 0.02
H -0.60592 -1.63907 0.35744 0.91 -2.72 0.05
H 2.28839 -0.03083 -1.89480 0.01 0.38 -0.88

***

[6]
10
Properties=species:S:1:pos:R:3:forces:R:3 method="wB97M-V/def2-TZVPD" lumo_ev=-0.058 relative_energy_kcal_mol=89.99 gap_ha=0.350 smiles="N=C=C=C=O.C=O" homo_energy_ev=-9.5802
C 0.25276 -0.90403 0.37549 1.10 -0.52 1.92
C -0.14358 -1.23524 -0.79890 0.15 0.90 0.06
C 0.66247 -0.75008 1.58838 -1.23 -0.93 0.99
C -0.12055 1.59625 0.24348 -0.04 0.15 0.50
N -0.58381 -1.18978 -1.89875 -0.27 -0.38 -0.63
O 0.83366 -0.65285 2.75596 0.32 0.13 -2.27
O 0.46186 1.93348 -0.72659 1.71 1.10 -2.08
H -1.16042 1.29907 -0.02135 -0.11 -0.13 1.79
H 0.49686 1.64142 1.21040 -1.71 -0.22 -0.38
H -0.69925 -1.73825 -2.72811 0.06 -0.10 0.11

***

[7]
10
Properties=species:S:1:pos:R:3:forces:R:3 method="wB97M-V/def2-TZVPD" lumo_ev=-0.545 relative_energy_kcal_mol=57.08 gap_ha=0.394 smiles="N#CC(=O)[C@H]1CO1" homo_energy_ev=-11.2745
C 0.55651 -0.67162 0.80214 0.91 0.18 -0.14
C 0.76649 0.60416 1.51441 -0.03 1.19 0.67
C 0.12719 -0.58355 -0.61820 -1.00 0.78 0.07
C -0.94897 0.41181 -0.93661 -0.02 -0.52 0.94
H 0.22308 -1.45358 -1.23284 0.18 -0.45 -0.11
H -1.36587 0.96593 -0.08931 0.06 0.03 -0.38
H -1.59813 0.20193 -1.76565 -0.23 -0.05 -0.25
N 0.98114 1.52444 2.17896 -0.23 -0.72 -0.64
O 0.87559 -1.66348 1.38789 -0.31 -0.71 -0.09
O 0.38296 0.66397 -1.24079 0.68 0.26 -0.08

***

[8]
10
Properties=species:S:1:pos:R:3:forces:R:3 method="wB97M-V/def2-TZVPD" lumo_ev=-0.523 relative_energy_kcal_mol=84.82 gap_ha=0.335 smiles="N#Cc1cc1=O.O" homo_energy_ev=-9.6392
C 0.97965 0.41856 1.08916 1.80 -0.24 0.35
C -1.08660 1.58539 -0.10393 0.74 0.38 0.18
C -1.64597 0.41739 0.43626 2.41 0.92 -0.58
C -0.19538 0.75895 0.50238 -3.50 0.47 -0.64
N 1.93949 0.03611 1.59084 0.21 0.02 0.26
O -2.48798 -0.35666 0.68083 -1.68 -1.18 0.47
O 1.11861 -1.49721 -1.02153 1.47 -2.36 1.75
H -1.18221 2.57699 -0.55259 0.09 -0.38 0.07
H 1.60403 -2.36157 -0.66145 -1.69 2.88 -1.60
H 0.95636 -1.57796 -1.95998 0.16 -0.52 -0.26

***

[9]
10
Properties=species:S:1:pos:R:3:forces:R:3 method="wB97M-V/def2-TZVPD" lumo_ev="-1.416 / -1.422" relative_energy_kcal_mol=115.18 gap_ha="0.297 / 0.296" homo_energy_ev="-9.4890 / -9.4876"
O 1.10348 -1.72149 1.17152 -0.93 0.01 -1.11
C 0.49638 -1.66306 0.13794 -0.67 -1.21 -0.04
C -0.50730 -0.54148 -0.32799 0.76 0.07 0.55
N -0.98532 -0.28929 -1.48207 1.45 1.43 1.04
O -0.56525 1.60769 -1.31773 -0.47 -1.27 -0.15
C -0.14688 1.63625 -0.11467 -0.56 0.15 0.09
C -0.09647 0.46369 0.55973 -0.79 1.27 0.61
H 0.57130 -2.35260 -0.68589 0.67 -0.78 -0.30
H 0.10735 2.53539 0.44273 -0.13 0.47 -0.66
H 0.02271 0.32491 1.61644 0.66 -0.13 -0.02

***

[10]
10
Properties=species:S:1:pos:R:3:forces:R:3 method="wB97M-V/def2-TZVPD" lumo_ev=-0.280 relative_energy_kcal_mol=36.89 gap_ha=0.390 smiles="N#CC(C=O)C=O" homo_energy_ev=-10.9002
O 1.61271 1.66779 -0.24021 -0.51 -0.26 0.14
C 0.48588 1.30595 -0.03779 0.46 0.11 -0.03
C -1.45077 -0.12090 -0.48968 -1.11 0.10 -0.08
N -2.60221 -0.03539 -0.52855 1.11 -0.11 -0.01
O -0.28450 -1.80492 1.31483 0.43 0.35 -0.33
C 0.47590 -1.17045 0.63781 -0.23 -0.24 0.29
C 0.00592 -0.11821 -0.38646 -0.08 -0.03 -0.09
H -0.29077 1.96549 0.39473 0.13 -0.06 0.01
H 1.57073 -1.31627 0.67976 -0.08 0.13 0.01
H 0.47712 -0.37309 -1.34444 -0.12 0.01 0.10

***

[11]
10
Properties=species:S:1:pos:R:3:forces:R:3 method="wB97M-V/def2-TZVPD" lumo_ev="-1.159 / -1.159" relative_energy_kcal_mol=99.98 gap_ha="0.282 / 0.282" homo_energy_ev="-8.8281 / -8.8288"
C -0.05259 0.01014 0.03451 0.84 -0.06 -0.66
C 0.62490 -1.24567 -0.21597 -1.59 0.76 0.82
C 0.72807 1.14930 0.26338 -0.29 -2.73 0.39
C 1.96504 -1.25466 -0.08243 2.15 -0.89 -0.52
N 1.99870 0.82273 0.64499 0.43 1.11 -0.15
O 3.01365 -1.74839 -0.22528 -1.08 0.99 0.52
O 2.81662 1.65151 1.04740 -0.99 -0.96 -0.59
H -1.14742 0.24280 -0.00386 1.06 -1.02 -0.22
H 0.26990 -2.27846 -0.31224 -0.53 0.73 -0.05
H 0.18653 2.03371 0.30470 0.00 2.06 0.47

***

[12]
10
Properties=species:S:1:pos:R:3:forces:R:3 method="wB97M-V/def2-TZVPD" lumo_ev="-1.127 / -1.127" relative_energy_kcal_mol=217.29 gap_ha="0.277 / 0.277" homo_energy_ev="-8.6524 / -8.6537"
C -0.63053 0.96854 -1.00856 -1.64 -0.03 -0.98
C 0.59570 1.44715 -0.71072 0.05 0.11 -0.25
C -1.14709 -0.25021 -0.44991 -0.17 -0.84 1.11
C 0.76364 -0.72047 0.87985 -0.09 0.59 0.84
N -0.46921 -0.81926 0.50321 0.88 -2.04 0.91
O 1.99769 -1.27193 0.86858 -0.23 -0.60 -2.26
O 1.41559 -0.73130 2.08223 -1.69 0.89 0.52
H -1.36464 1.45346 -1.67070 0.65 0.00 0.16
H 0.97674 0.74147 0.10510 0.78 0.42 0.31
H -2.13788 -0.81745 -0.59907 1.45 1.50 -0.35

***

[13]
10
Properties=species:S:1:pos:R:3:forces:R:3 method="wB97M-V/def2-TZVPD" lumo_ev=0.291 relative_energy_kcal_mol=138.46 gap_ha=0.347 smiles="C#CC1=NOCO1" homo_energy_ev=-9.1405
C 2.08107 -1.93911 -0.22725 -1.29 1.43 0.37
C 1.24818 -1.10860 -0.11413 2.30 -1.24 1.33
C 0.27299 -0.19238 -0.10763 -3.21 2.16 2.64
C -1.16406 1.33844 0.34659 -5.35 -0.75 3.15
H 2.67076 -2.68956 -0.48522 2.47 -2.75 -0.65
H -1.14722 2.35726 0.64122 0.39 1.45 -0.95
H -1.93489 0.86686 1.04579 -1.29 1.20 -1.33
N -0.50187 -0.24460 -1.07406 -1.85 1.99 -2.88
O -1.33186 0.95979 -0.95518 0.62 -0.91 -1.02
O -0.19310 0.65190 0.92987 7.22 -2.57 -0.64

***

[14]
10
Properties=species:S:1:pos:R:3:forces:R:3 method="wB97M-V/def2-TZVPD" lumo_ev=-0.589 relative_energy_kcal_mol=55.80 gap_ha=0.296 smiles="NC1=C=CC(=O)O1" homo_energy_ev=-8.6485
N 1.89571 -0.47039 0.06085 -0.12 -0.02 0.01
C 0.64091 -0.10214 0.01757 0.25 -0.21 0.03
C -0.38535 -1.16054 0.17052 -0.31 0.42 -0.06
C -1.49420 -0.39176 0.05844 -0.12 -0.23 0.03
C -1.22955 1.04189 -0.14372 -0.30 0.49 -0.07
O -1.85999 2.03167 -0.28428 0.49 -0.60 0.09
O 0.27746 1.14280 -0.15555 0.01 -0.24 0.03
H 2.71585 0.11209 -0.02864 -0.25 0.10 -0.01
H 1.96192 -1.47298 0.20051 0.30 0.14 -0.02
H -2.52277 -0.73064 0.10430 0.06 0.15 -0.02

***

[15]
10
Properties=species:S:1:pos:R:3:forces:R:3 method="wB97M-V/def2-TZVPD" lumo_ev="-1.574 / -1.573" relative_energy_kcal_mol=112.95 gap_ha="0.307 / 0.307" homo_energy_ev="-9.9168 / -9.9170"
O -0.82814 -2.64191 1.55820 0.10 0.46 -0.54
C -0.76447 -2.00053 0.54438 -0.06 -0.32 0.45
C -0.17213 -0.57964 0.46919 0.22 0.40 0.33
N -0.18017 -0.10803 -0.82980 0.11 0.14 0.02
C 0.36726 1.07657 -0.85731 0.20 0.23 0.24
C 1.04758 1.95858 -0.13205 -0.40 -0.46 -0.09
O 0.25954 0.03021 1.43880 -0.18 -0.03 -0.59
H -1.13872 -2.37202 -0.43065 0.07 0.08 0.15
H 0.55426 1.61977 -1.81999 -0.05 -0.08 -0.29
H 0.85499 3.01701 0.05923 -0.01 -0.43 0.31

***

[16]
11
Properties=species:S:1:pos:R:3:forces:R:3 method="wB97M-V/def2-TZVPD" lumo_ev=-1.602 relative_energy_kcal_mol=67.52 gap_ha=0.269 homo_energy_ev=-8.9211
C 0.26143 -0.51274 -1.49189 2.55 -2.78 1.96
C 0.01925 0.00739 -0.29229 0.05 2.96 -0.15
C -1.33740 1.40755 1.12421 0.92 0.19 -2.91
C 0.47406 -0.04148 1.07018 -2.44 -0.99 1.96
H 1.56588 -1.86683 -0.50637 0.87 -0.69 1.69
H -0.19707 -0.25616 -2.35135 -1.74 1.47 -2.37
H 1.24184 -0.81619 1.40474 -1.14 1.60 0.22
N -0.37453 0.65290 1.86959 1.55 -0.79 -0.11
O -0.72537 1.12982 -0.31437 -3.70 1.48 0.69
O -2.29496 2.15220 1.25822 3.72 -2.93 0.11
S 1.36686 -1.85647 -1.77069 -0.63 0.50 -1.10

***

[17]
11
Properties=species:S:1:pos:R:3:forces:R:3 method="wB97M-V/def2-TZVPD" lumo_ev=-1.639 relative_energy_kcal_mol=132.20 gap_ha=0.333 homo_energy_ev=-10.6966
C 0.92200 -0.85482 -0.39602 -4.25 0.65 -0.88
C 0.55514 0.57303 -0.21353 2.21 1.72 -3.16
C -0.89488 0.97643 0.10827 2.03 0.85 1.07
C -2.05919 0.17526 -0.17173 -6.87 -5.43 0.35
H 1.43502 -0.28612 1.44291 -3.24 -4.69 -1.21
H 0.06255 -1.11301 -1.19253 1.88 -0.72 1.69
H 1.89023 -1.13216 -0.67140 1.40 0.02 -1.03
N -3.02154 -0.59539 -0.15805 6.40 5.13 -0.35
O 0.66431 -1.27552 0.93192 3.23 3.69 2.63
O 1.31754 1.51818 -0.38785 -0.89 -1.55 0.70
O -0.87117 2.01413 0.70800 -1.89 0.33 0.17

***

[18]
11
Properties=species:S:1:pos:R:3:forces:R:3 method="wB97M-V/def2-TZVPD" lumo_ev=-0.092 relative_energy_kcal_mol=81.01 gap_ha=0.317 homo_energy_ev=-8.7251
C -0.35732 1.58365 -0.03865 3.45 -1.10 -2.32
C 2.16721 -0.80533 0.62269 -0.37 -0.08 -0.16
C -1.64696 -0.75734 -0.01896 0.75 -2.18 2.01
C 0.69928 0.88717 -0.52779 0.02 -0.91 1.61
N 1.27710 -0.05818 0.35357 0.35 1.01 -0.25
O -1.12759 2.38174 0.20255 -1.89 1.24 0.98
O 2.94192 -1.61363 0.97200 0.00 0.27 -0.09
O -0.79583 -1.46075 0.52430 -1.95 0.93 -0.99
H -2.61793 -0.56116 0.49821 0.43 0.17 -0.29
H -1.47719 -0.36252 -1.00165 -0.25 0.13 -0.81
H 0.93730 0.76635 -1.58625 -0.53 0.53 0.30

***

[19]
11
Properties=species:S:1:pos:R:3:forces:R:3 method="wB97M-V/def2-TZVPD" lumo_ev=0.251 relative_energy_kcal_mol=131.46 gap_ha=0.391 smiles="C#CC(=O)ONC=O" homo_energy_ev=-10.3878
C -0.18634 -1.00473 1.86473 -3.70 1.77 3.74
C -0.18656 0.05517 -0.67552 -0.39 1.32 -2.62
C 0.06326 1.28745 -1.62771 0.62 -0.70 -0.47
C 0.50146 2.07398 -2.47527 -2.67 0.30 0.41
H -0.38691 -1.93805 2.55339 0.39 1.56 -1.39
H 0.78925 -2.04231 0.26879 -0.40 2.91 2.79
H 0.31204 2.92291 -3.24444 1.04 -2.02 1.73
N 0.68627 -1.11285 0.93828 5.07 -5.44 -5.28
O -0.67734 0.11620 1.98856 -0.57 -1.39 1.47
O 0.86952 -0.01472 0.12902 0.52 0.11 0.57
O -1.02582 -0.80447 -0.70047 0.09 1.58 -0.94